The following is a DFT calculation (ωB97M-V/def2-TZVPD) of a molecular structure, C7H18IrN3O3S.

HOMO level: -17.604 eV
HOMO-LUMO gap: 9.29 eV
E: -1169.44543 Ha
Total charge: +2
E_LUMO: -0.306 Eh
ΔE to the lowest compared entry with this formula, charge and spin: 0.0 kcal/mol

Last column: natural (NBO) charge in e.
Positions of all 33 atoms, in Å:
Ir 0.171 -0.533 -0.434  1.18
C 0.277 -0.064 2.474  -0.26
C 1.678 0.147 1.879  -0.25
N 1.572 0.677 0.485  -0.55
C 1.154 2.117 0.441  -0.26
C 0.232 2.337 -0.741  -0.26
N -0.752 1.207 -0.852  -0.46
C -2.029 1.307 -0.073  -0.25
C -1.735 0.961 1.365  -0.25
N -0.772 -0.200 1.390  -0.55
H 0.279 -0.970 3.077  0.26
H -0.010 0.753 3.131  0.23
H 2.265 0.822 2.505  0.25
H 2.216 -0.798 1.813  0.24
H 2.483 0.574 0.043  0.43
H 0.668 2.355 1.384  0.22
H 2.031 2.758 0.364  0.27
H -0.305 3.283 -0.667  0.26
H 0.800 2.339 -1.671  0.25
H -1.026 1.158 -1.835  0.44
H -2.455 2.305 -0.179  0.26
H -2.714 0.587 -0.522  0.25
H -1.278 1.797 1.888  0.22
H -2.646 0.702 1.902  0.26
H -1.307 -1.044 1.584  0.43
C 0.292 -3.996 -2.303  -0.89
S -0.002 -2.283 -2.471  2.35
O 1.209 -1.538 -1.849  -0.92
O -0.275 -1.924 -3.807  -0.83
O -1.051 -1.859 -1.448  -0.93
H 1.135 -4.235 -2.951  0.30
H -0.607 -4.501 -2.657  0.30
H 0.502 -4.238 -1.264  0.27